[1]
76
Properties=species:S:1:pos:R:3:forces:R:3:lowdin_charge:R:1 method="wB97M-V/def2-TZVPD" spin_multiplicity=6 total_charge=+2 lumo_energy_ev="-5.595 / -9.393"
Ir 1.57378 0.01570 -0.01922 -4.124 5.174 -2.962 1.4115
C -0.17936 0.33088 2.25593 1.731 0.255 -0.072 -0.1596
C 1.22317 0.70832 1.84494 -1.905 1.410 2.960 -0.3932
C -0.32170 2.36346 1.18711 0.166 0.083 -0.118 -0.1781
C -1.03851 1.35036 1.87278 -0.679 0.341 -0.132 -0.1442
C 1.05893 2.01554 1.12367 -0.174 -0.805 0.936 -0.2465
C -0.53013 -0.81106 3.10709 -0.037 -0.699 0.251 -0.0056
H 0.26163 -1.57264 3.09719 -0.279 0.229 0.142 0.0853
H -1.46535 -1.27896 2.75957 0.284 0.183 0.140 0.0767
H -0.68441 -0.50425 4.15728 0.049 -0.053 -0.302 0.1278
C -2.47108 1.46949 2.24489 -0.265 -0.123 0.179 0.0185
H -2.77569 0.66403 2.92654 0.049 0.276 -0.251 0.0890
H -3.11681 1.43790 1.34913 0.468 -0.119 0.484 0.0611
H -2.67737 2.43297 2.74242 0.143 -0.284 -0.173 0.1209
C -0.87522 3.68346 0.83501 -0.205 0.492 -0.323 -0.0137
H -0.82517 4.36261 1.70190 0.019 -0.104 -0.176 0.1267
H -1.93212 3.63478 0.53664 0.283 -0.002 0.116 0.0732
H -0.30344 4.15243 0.02292 -0.196 -0.020 0.225 0.0835
C 2.15753 2.99461 0.92474 0.169 0.139 -0.478 -0.0049
H 2.49981 3.40023 1.88966 -0.125 -0.120 -0.129 0.1283
H 1.83811 3.83509 0.30032 0.084 -0.121 0.162 0.0905
H 3.01316 2.51618 0.44040 -0.032 0.303 0.181 0.0681
C 2.32551 0.53032 2.84291 0.154 -0.274 -0.008 -0.0063
H 2.11474 1.16141 3.71696 0.115 -0.133 -0.050 0.1242
H 3.28839 0.82525 2.41811 -0.104 -0.044 0.238 0.0813
H 2.37872 -0.51285 3.17375 0.085 0.190 0.039 0.0976
C 1.11357 -1.73915 -0.81676 0.209 -3.361 0.175 -0.3409
C 1.60640 -1.88735 0.54661 -1.701 -3.132 -0.403 -0.3049
C 3.01495 -2.36229 0.82443 0.147 0.244 0.544 -0.1387
C 4.10077 -1.28445 0.54988 -0.016 -0.067 0.766 -0.1499
C 3.56794 0.01165 -0.00830 2.761 0.750 -2.216 -0.3231
C 3.05028 0.05912 -1.37742 3.212 -0.561 -0.139 -0.3407
C 3.13123 -1.18933 -2.23031 0.089 -0.124 -0.572 -0.1726
C 2.00043 -2.19169 -1.96117 -0.317 0.050 -0.266 -0.1682
H 3.25348 -3.27357 0.26237 -0.284 0.134 0.053 0.1274
H 4.85943 -1.71291 -0.11120 0.031 0.290 0.010 0.1268
H 3.06554 -2.61106 1.88923 0.027 -0.145 -0.222 0.1173
H 2.41417 -3.18627 -1.75272 -0.174 0.134 -0.027 0.1234
H 0.04291 -1.91258 -0.95542 0.134 0.402 0.135 0.0790
H 0.84698 -2.21800 1.26202 0.288 0.200 -0.106 0.0959
H 1.37812 -2.28948 -2.85581 0.138 -0.099 0.129 0.1018
H 3.08452 -0.89584 -3.28175 0.250 -0.038 0.089 0.1065
H 3.23422 0.99594 -1.91572 -0.290 -0.175 0.272 0.0984
H 4.09588 -1.68348 -2.07647 -0.011 0.194 -0.122 0.1203
H 4.57615 -1.04798 1.50809 0.102 -0.111 -0.277 0.1179
H 4.11613 0.91139 0.30096 -0.335 -0.345 0.165 0.1117
P -2.95420 -2.13113 -0.03682 0.133 -0.007 0.065 0.5400
C -4.29756 -1.62284 1.04972 0.037 -0.133 -0.065 -0.1593
H -4.95676 -2.48164 1.22594 -0.003 0.288 0.068 0.0728
H -4.84983 -0.80202 0.57166 0.087 -0.334 0.174 0.0335
H -3.87643 -1.27114 1.99939 -0.159 -0.142 -0.153 0.0422
C -3.72681 -2.68796 -1.56736 0.068 0.043 0.178 -0.1591
H -4.38426 -3.54369 -1.36989 0.110 0.195 -0.148 0.0694
H -2.93512 -2.97644 -2.26862 -0.227 0.009 0.071 0.0602
H -4.30806 -1.85533 -1.98233 0.101 -0.230 0.008 0.0605
C -2.16982 -3.58103 0.71626 -0.193 -0.006 -0.037 -0.1587
H -1.28005 -3.83298 0.12664 -0.170 -0.007 0.119 0.0542
H -2.84695 -4.44504 0.73979 0.190 0.201 0.030 0.0689
H -1.86381 -3.33420 1.74043 -0.050 -0.107 -0.211 0.0451
P 0.27057 1.17991 -2.24797 -0.070 -0.451 1.548 0.9059
C 1.12995 2.73323 -2.65489 0.196 -0.074 -0.085 -0.2138
H 1.12982 2.87099 -3.74329 -0.002 0.148 0.239 0.0686
H 2.16634 2.70113 -2.29724 -0.260 0.069 -0.209 0.0322
H 0.62423 3.57378 -2.16332 0.054 -0.217 -0.200 0.0500
C 0.20115 0.12761 -3.72702 0.274 -0.150 0.054 -0.2055
H 1.18709 -0.30002 -3.93430 -0.234 0.149 -0.100 0.0360
H -0.12978 0.73004 -4.58344 0.061 -0.113 0.196 0.0743
H -0.50900 -0.69411 -3.56161 0.157 0.270 0.038 0.0663
C -1.46425 1.60664 -1.94505 -0.283 -0.008 0.192 -0.2400
H -1.98099 1.81539 -2.89134 0.157 -0.003 0.141 0.0774
H -1.55080 2.48208 -1.29402 0.136 -0.119 -0.244 0.0188
H -1.95183 0.76317 -1.43296 0.195 0.050 -0.199 0.0146
O -4.25200 3.15778 -0.54413 0.238 -2.942 1.872 0.0896
N -4.42786 1.99172 -0.17095 -2.770 1.434 -4.631 -0.1184
O -5.13878 1.16091 -0.76099 2.265 1.639 2.395 0.0860
O -1.94446 -1.03273 -0.24551 0.028 0.133 0.028 -0.4110

[2]
28
Properties=species:S:1:pos:R:3:forces:R:3:lowdin_charge:R:1 method="wB97M-V/def2-TZVPD" smiles="S=c1cc(S)c2c(=S)sc3nc4ccccn4c(=S)c3c2s1" total_charge=0 lumo_energy_ev=-1.804
S 0.94624 4.02044 4.10139 -0.305 -1.156 -1.295 0.5543
C 0.36404 3.37117 2.63498 0.568 1.047 1.514 -1.0582
C -0.37351 4.24218 1.78946 -0.572 -1.769 -2.122 -0.2438
C -0.88939 3.80613 0.56648 1.029 1.204 1.599 -0.5101
S -1.58084 5.13232 -0.40827 -0.296 -0.526 -0.405 0.8115
C -0.75636 2.44400 0.02028 0.361 1.801 1.152 -0.3783
C -1.51591 2.21546 -1.17565 -3.599 -1.629 0.110 -1.0345
S -3.21089 2.22509 -1.17782 2.466 0.807 -0.166 0.7199
S -0.74078 1.30579 -2.43757 0.363 -0.941 -0.641 1.0093
C -0.31524 -0.05232 -1.41034 1.290 -1.831 0.685 -0.4700
N -0.12960 -1.27014 -2.06335 -0.432 1.890 -0.038 0.0944
C 0.28533 -2.34629 -1.44589 -0.008 0.249 -0.067 -0.2449
C 0.53722 -3.55349 -2.22920 0.525 -0.388 1.172 0.0190
C 1.03356 -4.68601 -1.64182 -0.661 1.047 0.554 -0.0422
C 1.21588 -4.72073 -0.20577 0.109 0.639 -1.141 -0.0471
C 0.95041 -3.59339 0.48897 0.107 0.461 1.479 -0.0599
N 0.49887 -2.36421 -0.06709 0.402 -1.238 -1.553 0.0096
C 0.28288 -1.18810 0.67910 -1.103 0.644 1.740 -0.6114
S 0.19867 -1.35389 2.35553 0.326 0.240 -1.039 0.6784
C -0.06847 0.07345 -0.02528 0.781 -0.646 -0.094 -0.1872
C -0.06495 1.42965 0.64022 -0.420 -0.629 0.060 -0.3636
S 0.68437 1.68193 2.24521 -0.536 0.549 -0.699 0.9736
H -0.51225 5.28449 2.05587 0.200 -0.345 0.355 0.0782
H -1.21072 6.16469 0.38079 0.065 -0.455 -0.077 -0.1074
H 0.36851 -3.51521 -3.28993 -0.100 0.278 -0.123 0.1123
H 1.24923 -5.55999 -2.22386 0.062 -0.226 -0.264 0.1036
H 1.65082 -5.60989 0.26600 -0.415 0.585 0.003 0.1186
H 1.10288 -3.58314 1.57759 -0.207 0.341 -0.701 0.0760

[3]
97
Properties=species:S:1:pos:R:3:forces:R:3:lowdin_charge:R:1 method="wB97M-V/def2-TZVPD" total_charge=0 lumo_energy_ev=-0.017
C -31.80087 -12.20513 32.01115 0.269 0.734 -0.146 -0.0682
C -32.45082 -13.11865 33.00747 -0.110 -1.683 -0.861 -0.2718
N -31.68627 -13.34732 34.24453 -1.538 0.647 0.246 -0.1924
C -31.67149 -12.08076 35.00608 1.854 -0.136 2.245 -0.2088
C -30.22963 -11.85628 35.53049 0.506 0.284 -0.663 -0.1031
C -32.40774 -14.40451 35.02699 0.085 0.105 -0.201 -0.2405
C -31.85275 -14.89128 36.36785 0.035 -0.110 0.102 -0.0758
H -30.72051 -12.32930 32.08537 0.142 0.219 -0.067 0.0760
H -32.08734 -11.16319 32.15397 0.286 0.157 0.215 0.0632
H -32.08828 -12.42404 30.98276 -0.126 -0.259 0.096 0.0504
H -33.50848 -12.88881 33.13640 -0.045 0.438 0.560 0.0590
H -32.51155 -14.08614 32.50911 0.128 -0.399 0.022 0.1072
H -31.96258 -11.13666 34.54558 -0.190 -0.492 -0.872 0.1091
H -32.28622 -12.14898 35.90360 -0.495 -0.151 -0.026 0.1014
H -29.56210 -12.03258 34.68703 0.118 0.131 -0.192 0.0387
H -30.03789 -10.84128 35.87851 -0.226 0.027 -0.102 0.0051
H -29.83218 -12.50744 36.30904 -0.609 -0.349 0.167 0.0707
H -32.51325 -15.30852 34.42722 0.159 0.217 -0.539 0.0874
H -33.41653 -14.01643 35.16785 -0.358 -0.168 0.271 0.1097
H -32.28168 -15.87279 36.56977 -0.506 0.066 0.039 0.0386
H -32.12964 -14.24691 37.20225 0.272 0.085 -0.015 0.0542
H -30.79602 -15.15602 36.40447 0.240 0.640 -0.299 0.0749
C -30.63001 -10.35277 39.43399 -0.719 -0.582 -0.472 -1.9541
Cl -31.06141 -9.51106 37.89556 0.330 0.115 1.145 0.5634
Cl -31.40374 -9.63501 40.84934 0.751 0.962 -0.035 0.5295
Cl -31.47945 -11.90501 39.35731 0.326 -0.903 -0.440 0.4885
Cl -28.86666 -10.62171 39.59378 -1.015 0.367 -0.017 0.5635
C -36.59064 -10.84921 32.45331 -0.784 -0.699 -0.538 -1.9642
Cl -35.89296 -11.10256 30.83554 0.144 -0.255 0.419 0.5101
Cl -38.40990 -10.96513 32.23113 1.069 0.049 0.465 0.4625
Cl -36.04486 -12.15787 33.59651 -0.460 1.049 -0.713 0.5075
Cl -36.14949 -9.25021 32.98594 0.002 -0.138 0.403 0.5490
C -35.47350 -18.18163 34.30410 -1.312 -0.691 -0.353 -2.0506
Cl -35.48774 -19.95796 33.85399 0.442 1.123 0.460 0.4844
Cl -34.20931 -17.69067 35.36997 0.536 -0.432 0.500 0.5812
Cl -35.39057 -17.21248 32.86883 0.300 0.221 -0.955 0.5286
Cl -37.06081 -17.82730 35.03188 0.047 -0.190 0.340 0.4976
N -25.49142 -11.39659 31.82836 0.561 0.428 -0.877 0.0258
C -26.57778 -11.82808 32.52049 -0.617 -0.390 0.681 -0.1288
C -26.94128 -10.85458 33.41777 0.218 0.819 -0.796 -0.0859
C -26.09568 -9.75052 33.12340 -0.503 0.766 1.543 -0.1396
C -25.21322 -10.07552 32.14982 0.482 -0.845 0.561 -0.1551
H -24.95190 -11.92650 31.15887 -0.390 0.010 0.103 0.1539
H -27.10347 -12.75612 32.35076 0.519 -0.207 -0.145 0.0992
H -27.73330 -10.80099 34.15005 -0.028 -0.403 -0.214 0.0735
H -26.13462 -8.82601 33.68032 0.140 0.109 -0.163 0.1029
H -24.31156 -9.53556 31.90114 -0.118 -0.289 -0.474 0.1172
N -29.41179 -14.92583 33.71902 2.485 -1.426 -1.152 0.0486
C -28.09883 -14.65418 34.05304 -0.194 0.282 -1.275 -0.1431
C -27.30130 -15.45100 33.24237 2.166 0.894 2.540 -0.1694
C -28.04656 -16.36270 32.54400 -2.087 0.068 -0.396 -0.1144
C -29.34408 -15.93771 32.77056 -1.506 -0.528 0.622 -0.1396
H -30.21569 -14.35737 33.94421 -0.526 0.435 0.122 0.0672
H -27.79377 -13.82641 34.67604 -0.201 -0.095 0.077 0.0970
H -26.22777 -15.46145 33.35992 0.101 0.011 -0.122 0.0920
H -27.74052 -17.27821 32.05967 -0.012 0.355 -0.309 0.0965
H -30.28098 -16.38265 32.46946 0.048 -0.048 -0.217 0.0970
N -27.60414 -9.33500 30.35173 1.678 3.179 0.592 0.0120
C -27.38803 -8.15478 29.67104 -0.496 -0.984 -1.214 -0.1163
C -28.30059 -8.15733 28.63715 0.378 0.503 -0.514 -0.1298
C -29.11050 -9.31845 28.72632 -0.413 0.365 1.497 -0.0990
C -28.70286 -9.93300 29.90939 -0.210 -1.594 -0.444 -0.1750
H -26.95511 -9.48338 31.11123 -0.662 -0.852 0.458 0.0735
H -26.56600 -7.47937 29.85672 -0.054 -0.234 0.173 0.1055
H -28.30681 -7.42239 27.84581 -0.218 0.019 0.060 0.0861
H -30.01516 -9.53614 28.17806 0.214 -0.098 -0.108 0.0826
H -28.96429 -10.79248 30.50885 -0.618 -0.297 -0.589 0.1023
N -27.72632 -5.95233 37.08202 -0.688 0.923 -2.493 0.0014
C -27.12685 -6.42747 38.14856 0.932 -0.993 2.148 -0.1603
C -27.42178 -7.77461 38.23071 1.810 0.693 2.343 -0.1526
C -28.15729 -8.11799 37.14478 -1.080 -0.227 -2.726 -0.1756
C -28.33790 -6.96948 36.37589 0.050 -0.003 0.541 -0.1035
H -27.61324 -5.00907 36.73915 -0.141 -0.248 0.046 0.1549
H -26.46506 -5.84826 38.77544 -0.293 0.131 -0.012 0.1134
H -27.06225 -8.39378 39.03928 -0.072 -0.106 -0.177 0.0726
H -28.42347 -9.12137 36.84684 -0.232 0.138 0.056 0.0624
H -28.82444 -6.76879 35.43280 0.036 -0.138 0.176 0.0921
N -34.72677 -12.70704 27.50101 -1.106 -1.059 1.641 -0.0163
C -34.78817 -13.57178 28.61229 1.313 0.344 -2.065 -0.1296
C -33.45058 -13.82278 28.92676 -0.528 0.939 1.151 -0.1198
C -32.64274 -12.87649 28.23144 -0.409 -0.650 -1.458 -0.1151
C -33.45310 -12.32360 27.25969 -0.191 1.165 0.353 -0.1529
H -35.58581 -12.45073 27.03577 0.537 0.275 -0.180 0.1434
H -35.79163 -13.87308 28.87437 0.425 -0.559 0.385 0.0981
H -33.00666 -14.47356 29.66555 -0.501 -0.057 0.205 0.0853
H -31.58042 -12.70247 28.31862 -0.069 -0.228 0.019 0.0914
H -33.33746 -11.52915 26.53727 0.532 -0.178 -0.032 0.1075
N -30.98554 -8.39012 32.31993 -0.247 -0.855 0.128 0.0394
C -31.91275 -7.43984 32.54301 -0.335 1.894 -0.634 -0.1357
C -31.87451 -7.05798 33.88164 -1.615 0.806 -2.487 -0.0991
C -31.01547 -7.93918 34.45895 1.247 -0.465 2.856 -0.1714
C -30.47561 -8.75157 33.52318 0.851 -1.251 -0.165 -0.1431
H -30.72873 -8.82087 31.44323 -0.200 0.117 0.008 0.1332
H -32.42255 -6.97948 31.70960 -0.005 0.009 0.065 0.1076
H -32.38610 -6.18964 34.26978 -0.075 -0.310 0.218 0.0985
H -30.77464 -7.91843 35.51155 0.104 -0.309 -0.009 0.0596
H -29.88685 -9.64921 33.64154 0.265 0.250 -0.104 0.0958

| no. | electronic energy (eV) |
| --- | --- |
| 1 | -54645.389 |
| 2 | -82604.387 |
| 3 | -195645.804 |